Entry 1:
The following is a quantum chemistry calculation of one molecule with the formula C19H23N3O3S in a non-equilibrium geometry, from OMol25.

The value obtained for the gap between HOMO and LUMO is 7.71 eV. The max |F| comes out at 0.14229 Eh/bohr. The value obtained for the LUMO energy is -0.653 eV. The value obtained for the total energy is -41521.080 eV. Its energy above the lowest of the compared OMol25 structures with the same formula, charge and spin is 542.6 kJ/mol. As for the structure (SMILES): CC1=CN2CCS(=O)(=O)N=C2C(c2ccc(OC3CCCCC3)cc2)=N1.

```
! wB97M-V def2-TZVPD RIJCOSX def2/J DEFGRID3
* xyz 0 1
O 3.516 3.894 -0.857
O 2.634 4.854 1.177
N 2.766 -1.196 2.086
N 2.477 2.248 0.851
O -3.330 0.087 -0.044
C 2.260 -0.053 1.566
C 3.048 1.147 1.197
C 4.963 -0.233 1.997
C 4.105 -1.193 2.351
C -1.528 -0.776 1.329
C -1.001 0.477 -0.577
C -0.144 -0.864 1.712
C 0.305 0.514 -0.099
C -2.003 -0.183 0.214
C 0.763 -0.081 1.082
N 4.455 0.965 1.445
C 4.545 -2.438 3.152
C 5.369 2.004 0.978
C -5.460 -1.525 -3.412
C -4.101 -2.020 -3.084
C -5.628 -0.129 -2.986
C -3.776 -1.917 -1.558
C -5.374 0.081 -1.510
C -3.872 -0.391 -1.303
C 4.903 3.319 1.502
S 3.408 3.714 0.656
H 5.998 -0.503 2.114
H -2.314 -1.250 1.922
H -1.184 0.862 -1.555
H 0.100 -1.456 2.576
H 1.095 1.037 -0.634
H 4.132 -2.459 4.161
H 5.653 -2.419 3.324
H 4.175 -3.335 2.660
H 5.387 1.958 -0.157
H 6.323 1.770 1.370
H -6.216 -2.204 -2.900
H -5.495 -1.699 -4.449
H -3.354 -1.450 -3.725
H -4.070 -3.077 -3.347
H -6.686 0.183 -3.168
H -4.899 0.512 -3.474
H -2.817 -2.326 -1.334
H -4.481 -2.578 -0.967
H -6.090 -0.419 -0.863
H -5.470 1.135 -1.257
H -3.265 0.047 -2.077
H 4.557 3.206 2.464
H 5.620 4.161 1.452
*
```

=====

Entry 2:
The following is a quantum chemistry calculation of C28H37AlBBrCl3GeN7O2S3 as an isolated structure in a non-equilibrium geometry, from OMol25.

The value obtained for the gap between HOMO and LUMO (spin up / spin down) is 4.41 / 5.15 eV. The max |F| comes out at 0.22575 Eh/bohr. The value obtained for the LUMO energy (spin up / spin down) is 1.944 / 1.935 eV. The value obtained for the total energy is -248044.765 eV. Its energy above the lowest of the compared OMol25 structures with the same formula, charge and spin is 3359.9 kJ/mol. Its expectation value of S² is 0.76.

```
! wB97M-V def2-TZVPD RIJCOSX def2/J DEFGRID3
* xyz -1 2
Al 0.613 -0.767 0.007
C -1.413 -0.144 -4.868
N -2.065 -0.660 -3.679
C -3.418 -0.905 -3.502
C -3.608 -1.260 -2.212
N -2.394 -1.230 -1.590
B -1.863 -1.296 -0.199
N -0.975 -1.072 1.945
C -2.432 0.456 1.170
C -3.163 0.201 2.421
N -2.694 -0.886 3.258
C -3.519 -1.284 4.382
C -1.038 -1.437 3.195
S -0.575 -3.340 2.788
C -1.421 -0.860 -2.516
S 0.396 -0.746 -2.361
H -2.097 -0.199 -5.711
H -0.514 -0.724 -5.063
H -1.110 0.889 -4.698
H -4.118 -0.813 -4.313
H -4.488 -1.531 -1.656
H -2.655 -2.097 0.364
H -0.541 -2.474 -0.381
H -1.103 0.410 -0.032
H -4.209 0.434 2.531
H -4.498 -1.624 4.031
H -3.660 -0.448 5.076
H -3.019 -2.098 4.903
C 2.156 0.648 4.101
C 3.243 0.717 3.065
C 4.569 0.923 3.412
C 5.571 0.975 2.450
C 5.232 0.822 1.116
C 3.917 0.610 0.720
C 3.574 0.418 -0.730
C 2.891 0.542 1.699
N 1.594 0.265 1.367
H 2.559 0.761 5.109
H 1.624 -0.303 4.022
H 1.403 1.421 3.924
H 4.821 1.032 4.463
H 6.603 1.132 2.743
H 6.010 0.870 0.358
H 4.409 0.702 -1.373
H 2.696 1.016 -1.000
H 3.309 -0.623 -0.934
C -1.555 4.105 -2.691
N -0.729 4.632 -1.622
C -0.430 6.050 -1.714
C -0.156 3.822 -0.706
S -0.235 2.151 -0.896
N 0.453 4.483 0.343
C 1.667 3.920 0.938
C -0.466 5.086 1.321
H -2.288 4.861 -2.973
H -2.070 3.210 -2.350
H -0.948 3.851 -3.567
H -0.088 6.276 -2.727
H 0.354 6.299 -1.007
H -1.318 6.650 -1.502
H 2.035 3.084 0.348
H 1.488 3.551 1.949
H 2.434 4.700 0.973
H -1.389 5.388 0.829
H 0.010 5.959 1.774
H -0.718 4.363 2.104
Cl -2.271 2.324 3.463
Ge -0.154 1.395 1.612
Cl -1.165 -0.297 0.843
Cl -3.405 1.636 0.208
Br 0.433 -9.200 -0.157
C 0.599 -7.308 -0.077
C -0.521 -6.543 0.207
C -0.391 -5.169 0.319
C 0.857 -4.578 0.149
C 1.958 -5.355 -0.190
C 1.836 -6.733 -0.296
C 1.107 -3.141 0.427
O 1.825 -2.346 -0.250
O 0.802 -2.751 1.728
H -1.483 -7.013 0.357
H -1.255 -4.543 0.489
H 2.914 -4.874 -0.351
H 2.693 -7.351 -0.526
*
```

=====

Entry 3:
The following is a quantum chemistry calculation of CHBaLiO2 as an isolated structure in a non-equilibrium geometry, from OMol25.

The value obtained for the gap between HOMO and LUMO is 6.24 eV. The max |F| comes out at 0.13345 Eh/bohr. The value obtained for the LUMO energy is -10.206 eV. The value obtained for the total energy is -6026.931 eV.

```
! wB97M-V def2-TZVPD RIJCOSX def2/J DEFGRID3
* xyz 2 1
H -0.408 -1.480 -0.286
O 0.320 -0.556 -0.345
C -0.838 -0.405 0.255
O -1.569 0.483 0.019
Li 2.096 -0.238 0.379
Ba 0.399 2.196 -0.023
*
```

=====

Entry 4:
The following is a quantum chemistry calculation of a 3-piece molecular cluster, C5H13NO2 overall in a non-equilibrium geometry, from OMol25.

The value obtained for the gap between HOMO and LUMO is 8.48 eV. The max |F| comes out at 0.03739 Eh/bohr. The value obtained for the LUMO energy is 0.855 eV. The value obtained for the total energy is -10979.992 eV. Its energy above the lowest of the compared OMol25 structures with the same formula, charge and spin is 182.1 kJ/mol. As for the structure (SMILES): C/C=C/C=C/N.O.O.

```
! wB97M-V def2-TZVPD RIJCOSX def2/J DEFGRID3
* xyz 0 1
N 2.193 -1.044 0.848
C 0.822 -0.785 0.759
C -0.057 -1.026 -0.223
C -1.425 -0.600 -0.004
C -2.461 -0.761 -0.840
C -3.788 -0.093 -0.764
H 2.527 -1.277 1.766
H 2.536 -1.689 0.150
H 0.501 -0.288 1.659
H 0.271 -1.495 -1.139
H -1.549 -0.008 0.902
H -2.253 -1.301 -1.757
H -3.944 0.702 -1.490
H -4.638 -0.785 -0.864
H -3.988 0.235 0.268
H 2.898 0.544 0.120
H 3.645 1.847 0.176
O 3.181 1.293 -0.452
H 1.184 2.291 0.055
H -0.365 2.156 0.138
O 0.452 1.983 0.618
*
```

=====

Entry 5:
The following is a quantum chemistry calculation of C4H3HgLiO4 as an isolated structure in a non-equilibrium geometry, from OMol25.

The value obtained for the gap between HOMO and LUMO (spin up / spin down) is 4.19 / 5.94 eV. The max |F| comes out at 0.05761 Eh/bohr. The value obtained for the LUMO energy (spin up / spin down) is -1.239 / -1.453 eV. The value obtained for the total energy is -16760.863 eV. Its energy above the lowest of the compared OMol25 structures with the same formula, charge and spin is 0.0 kJ/mol. Its expectation value of S² is 2.02.

```
! wB97M-V def2-TZVPD RIJCOSX def2/J DEFGRID3
* xyz 0 3
O -3.135 0.464 -1.114
O -3.229 -1.539 -0.382
C -4.468 0.467 -0.519
C -4.573 -0.980 -0.139
C -2.443 -0.618 -0.891
H 1.298 1.552 1.157
H -4.809 -1.163 0.925
H -5.280 -1.573 -0.748
O 3.291 1.077 1.098
C 2.109 0.892 0.744
O 1.769 -0.070 -0.011
Li 3.749 -0.471 -0.028
Hg -0.041 -0.876 -0.872
*
```

=====

Entry 6:
The following is a quantum chemistry calculation of C6H18AsBiF11N4OTe as an isolated structure, from OMol25.

The value obtained for the gap between HOMO and LUMO (spin up / spin down) is 9.66 / 6.46 eV. The max |F| comes out at 0.01461 Eh/bohr. The value obtained for the LUMO energy (spin up / spin down) is -7.650 / -11.535 eV. The value obtained for the total energy is -118372.172 eV. Its energy above the lowest of the compared OMol25 structures with the same formula, charge and spin is 43.1 kJ/mol. Its expectation value of S² is 0.76.

```
! wB97M-V def2-TZVPD RIJCOSX def2/J DEFGRID3
* xyz 2 2
Bi -0.099 -0.439 -0.379
N 0.207 -0.430 1.959
C 1.104 0.634 2.445
C 0.752 1.970 1.788
N 0.644 1.926 0.307
C 1.925 2.163 -0.399
C 2.923 1.033 -0.255
N 2.305 -0.246 -0.663
C -0.385 2.865 -0.192
C -1.804 2.284 -0.210
N -1.921 1.202 -1.172
H -0.733 -0.347 2.347
H 0.534 -1.362 2.217
H 2.127 0.330 2.248
H 1.010 0.750 3.525
H 1.495 2.718 2.080
H -0.209 2.307 2.180
H 2.379 3.096 -0.050
H 1.692 2.297 -1.458
H 3.290 0.940 0.763
H 3.789 1.259 -0.877
H 2.739 -1.041 -0.197
H 2.444 -0.426 -1.658
H -0.120 3.157 -1.208
H -0.385 3.775 0.411
H -2.485 3.093 -0.496
H -2.131 1.913 0.762
H -1.800 1.470 -2.148
H -2.751 0.584 -1.050
F -2.049 -1.831 -1.242
As -3.280 -2.089 0.070
F -2.054 -0.871 0.880
F -4.043 -0.639 -0.542
F -4.214 -2.012 1.468
F -4.220 -3.097 -0.878
F -2.264 -3.303 0.688
F 1.581 -4.939 -0.781
Te 0.773 -3.488 -1.523
F 0.346 -1.676 -2.320
F 0.775 -3.897 -3.296
F -0.832 -4.348 -1.454
F 2.498 -2.801 -1.706
O 0.448 -2.482 0.015
*
```